(1)
Density functional theory data (wB97M-V/def2-TZVPD) for C11H8AsF3N2O4S7Tc as an isolated structure.

Last column: Mulliken spin population.
Atoms and positions in Å:
Tc  1.1561  0.1108  -0.0883  1.069
F  -2.2016  5.5356  -0.1277  0.000
C  -1.7060  4.4304  -0.6741  -0.003
F  -2.7636  3.7493  -1.1293  0.000
F  -1.0014  4.8884  -1.7392  0.000
C  -0.8538  3.6924  0.3193  0.007
C  -0.8542  4.1217  1.6530  0.000
C  -0.1070  3.4393  2.5708  0.006
C  0.6106  2.3368  2.1633  -0.008
N  0.5609  1.8591  0.9214  -0.027
C  -0.1834  2.4935  -0.0017  0.009
S  -0.1872  1.5720  -1.4606  0.011
H  -1.3713  5.0301  1.9187  -0.001
H  -0.0778  3.7455  3.5871  0.001
H  1.2161  1.7483  2.8288  0.002
S  0.4932  -4.9311  -0.8869  -0.013
As  1.0625  -3.7943  -2.4826  -0.028
S  1.7475  -1.4415  -1.5967  -0.015
S  3.2898  -2.6302  -0.7169  -0.023
S  3.5741  -3.7873  -2.4065  -0.003
O  -0.4729  -0.7785  0.7701  0.021
N  -1.1827  -1.7958  0.1888  0.002
C  -1.6184  -1.6359  -1.0758  -0.001
C  -2.3134  -2.6336  -1.6878  -0.001
C  -2.6357  -3.7413  -0.9682  0.003
C  -2.2109  -3.8788  0.3654  -0.001
C  -1.4429  -2.8796  0.9161  0.001
H  -1.3379  -0.6485  -1.4754  -0.004
H  -2.5423  -2.5189  -2.7870  0.000
H  -3.1882  -4.5671  -1.4042  0.000
H  -2.4530  -4.7351  0.9393  0.000
H  -0.9803  -2.8571  1.8804  -0.002
O  5.1262  0.7695  1.0839  0.000
S  3.9481  0.2525  0.4874  -0.020
O  3.1446  1.1554  -0.3543  0.000
O  2.9407  -0.4680  1.2881  0.015
S  4.8157  -1.2081  -0.8187  0.002

Force components x, y, z for each atom (eV/Å):
Tc -0.124 0.387 -0.398
F -0.475 0.722 0.689
C 0.469 0.626 -0.530
F 0.206 -0.474 -0.154
F -0.008 -0.747 0.024
C -0.286 -0.595 0.425
C 0.132 0.282 -1.418
C 0.381 -0.406 0.176
C 0.055 -0.557 -0.174
N -0.296 0.632 0.649
C -0.430 0.698 0.197
S 0.354 -0.268 -0.301
H -0.167 -0.050 0.058
H 0.095 0.200 0.661
H 0.161 0.013 0.346
S 0.269 -0.112 -0.008
As 0.336 0.381 0.188
S 0.109 -0.576 -0.308
S -0.080 0.032 -0.677
S -0.189 0.097 0.386
O -0.563 -0.783 -0.142
N 0.580 1.156 -0.256
C 0.993 1.281 0.607
C -0.288 0.541 -2.218
C -0.357 -1.535 1.305
C -0.232 0.954 -1.053
C -0.100 0.009 -0.215
H -0.254 -0.696 -0.050
H 0.026 -0.166 1.505
H 0.044 0.175 -0.071
H -0.108 -0.668 0.362
H -0.005 -0.198 0.410
O -0.054 0.277 0.382
S -0.667 -0.209 -0.687
O 0.243 0.143 -0.333
O 0.117 -0.448 0.507
S 0.112 -0.117 0.119

Values from the calculation:
E_HOMO (alpha / beta) ... -7.568 / -7.166 eV
Relative energy (zero: lowest compared OMol25 entry of this formula, charge and spin) ... 0.785 eV
Net charge ... 0
2S+1 ... 2
Electronic energy ... -6237.93322 hartree

(2)
Density functional theory data (wB97M-V/def2-TZVPD) for a 2-piece molecular cluster, C4H6NO overall.

Last column: Mulliken spin population.
Atoms and positions in Å:
C  1.5453  3.2275  1.3299  1.132
C  1.5175  4.9272  -0.6333  0.153
C  1.3100  3.8916  0.2732  0.255
C  1.7166  5.7186  -1.5422  0.226
N  -2.5098  -7.1570  3.1079  0.000
O  1.8830  6.4036  -2.6057  0.131
H  1.8511  2.4836  2.0832  -0.016
H  0.3043  3.3968  0.1380  0.123
H  -1.5390  -7.4511  3.0786  0.000
H  -3.1780  -7.8375  2.5806  0.000
H  -2.4440  -6.4230  2.4684  0.000
H  2.4014  7.1605  -2.6024  -0.004

Force components x, y, z for each atom (eV/Å):
C 3.589 -2.369 4.390
C 0.746 -1.325 1.763
C -3.982 1.599 -3.483
C 0.796 1.469 -1.991
N -1.466 -2.099 -0.452
O -2.885 -3.589 0.972
H -0.345 0.980 -0.475
H -0.129 0.670 -1.627
H -0.209 -1.006 0.182
H 2.035 1.127 1.413
H -0.360 1.977 -1.145
H 2.209 2.566 0.453

Values from the calculation:
E_HOMO (alpha / beta) ... -11.472 / -11.472 eV
Relative energy (zero: lowest compared OMol25 entry of this formula, charge and spin) ... 4.066 eV
Net charge ... +1
2S+1 ... 3
Electronic energy ... -285.43586 hartree

(3)
Density functional theory data (wB97M-V/def2-TZVPD) for C18H40BrNO3Sb as an isolated structure.

Last column: natural (NBO) charge in e.
Atoms and positions in Å:
C  7.4744  -2.1908  0.8216  -0.613
C  5.9607  -2.1282  0.4527  -0.431
C  5.6293  -2.8800  -0.8582  -0.206
N  4.2658  -3.3933  -1.0144  -1.025
Sb  2.6879  -2.0242  -0.6293  1.417
C  1.2729  -3.7059  -0.2431  -0.795
C  1.8426  -4.6941  0.8184  -0.461
C  0.8954  -4.8689  2.0181  -0.388
Br  1.8137  -4.7043  3.7520  -0.073
C  1.1559  -0.4621  -0.1197  -0.333
C  1.6072  0.7098  0.4470  -0.259
C  0.7107  1.6841  0.8147  -0.175
C  -0.6262  1.5113  0.6217  -0.263
C  -1.1106  0.3797  0.0283  -0.238
C  -0.1972  -0.5893  -0.3312  -0.232
H  7.9003  -1.1874  0.8937  0.194
H  7.5788  -2.6142  1.8251  0.196
H  8.0261  -2.8161  0.1149  0.193
H  5.4071  -2.5677  1.2811  0.207
H  5.6981  -1.0774  0.3321  0.208
H  6.2993  -3.7575  -0.8713  0.156
H  5.9337  -2.2673  -1.7162  0.173
H  4.2173  -4.2201  -0.4284  0.339
H  3.0667  -2.0809  1.0938  -0.283
H  3.8047  -0.7093  -0.9468  -0.260
H  2.1965  -2.0465  -2.3114  -0.255
H  0.3285  -3.3390  0.1733  0.194
H  1.0165  -4.2105  -1.1800  0.202
H  2.8074  -4.3342  1.1869  0.219
H  1.9236  -5.6625  0.3181  0.199
H  0.4027  -5.8394  1.9566  0.200
H  0.1012  -4.1261  2.0460  0.211
H  2.6810  0.8222  0.5899  0.204
H  1.1279  2.5775  1.2761  0.172
H  -1.3177  2.2984  0.9175  0.218
H  -2.1774  0.2550  -0.1193  0.195
H  -0.6032  -1.4875  -0.7975  0.190
C  -5.1457  2.9830  -0.3296  -0.628
C  -4.6898  2.7847  1.1032  -0.056
O  -3.3008  3.0643  1.2380  -0.731
H  -4.5801  2.3383  -0.9996  0.225
H  -6.2066  2.7551  -0.4392  0.208
H  -4.9733  4.0147  -0.6496  0.191
H  -4.8419  1.7511  1.4124  0.177
H  -5.2540  3.4357  1.7821  0.144
H  -3.1558  3.9823  0.9747  0.473
C  -6.0811  -0.1629  -4.5044  -0.633
C  -5.2727  -0.0861  -3.2221  -0.063
O  -6.0356  0.4952  -2.1662  -0.722
H  -6.4126  0.8320  -4.8049  0.209
H  -5.4917  -0.5968  -5.3137  0.213
H  -6.9769  -0.7729  -4.3604  0.192
H  -4.3917  0.5381  -3.3622  0.185
H  -4.9422  -1.0834  -2.9158  0.161
H  -6.8106  -0.0571  -2.0263  0.458
C  -0.4216  5.0536  2.5900  -0.640
C  -0.3534  5.5797  1.1735  -0.068
O  -1.6115  6.1502  0.7941  -0.734
H  -1.2088  4.3031  2.6781  0.228
H  0.5260  4.6038  2.8897  0.220
H  -0.6622  5.8597  3.2898  0.187
H  -0.1356  4.7733  0.4747  0.198
H  0.4284  6.3400  1.0747  0.152
H  -1.8001  6.8680  1.4058  0.458

Force components x, y, z for each atom (eV/Å):
C -0.662 0.101 0.256
C 0.855 0.010 -0.195
C 0.123 -0.604 0.383
N 0.468 0.179 -0.154
Sb -0.714 0.188 -0.060
C -0.035 -0.524 0.695
C -0.691 0.393 -0.472
C -0.084 -0.062 -0.440
Br -0.200 -0.250 -0.154
C 0.710 -0.655 -0.474
C 0.457 -0.390 -0.071
C 1.427 0.705 0.509
C -1.243 1.541 0.405
C -0.139 -0.265 -0.011
C -0.845 -1.004 -0.535
H 0.198 -0.122 -0.296
H 0.152 -0.146 -0.138
H 0.144 0.179 0.053
H -0.282 0.141 -0.142
H -0.358 -0.106 0.261
H 0.003 0.113 -0.162
H -0.195 0.060 0.047
H -0.282 0.080 0.024
H 0.064 0.034 0.159
H 0.129 0.049 0.064
H -0.045 -0.007 -0.098
H 0.117 0.426 -0.276
H 0.202 0.010 0.027
H 0.042 -0.186 -0.078
H 0.533 -0.056 0.310
H 0.154 -0.043 0.450
H 0.255 0.176 0.072
H -0.065 0.190 0.109
H -0.339 0.119 0.007
H 0.163 -0.270 -0.027
H 0.009 -0.045 -0.078
H 0.215 -0.040 -0.009
C 0.024 0.063 0.001
C 0.121 0.363 -0.199
O -0.200 0.074 0.175
H -0.069 -0.079 0.034
H 0.017 -0.011 -0.062
H -0.069 0.033 0.081
H 0.109 0.004 0.050
H -0.124 -0.108 0.013
H 0.070 -0.013 -0.021
C -0.010 0.069 -0.020
C -0.309 -0.176 0.035
O 0.069 0.084 -0.052
H 0.065 0.012 -0.007
H -0.026 -0.019 0.002
H 0.053 -0.077 -0.021
H -0.013 0.034 0.121
H 0.137 0.013 -0.098
H 0.017 -0.010 0.014
C -0.028 -0.089 0.105
C -0.121 0.174 0.229
O -0.046 -0.165 -0.236
H 0.072 -0.068 -0.044
H -0.016 0.000 0.025
H 0.103 0.028 0.001
H -0.125 0.040 -0.074
H 0.072 -0.078 -0.024
H -0.010 -0.018 0.010

Values from the calculation:
E_HOMO ... -3.988 eV
Net charge ... -1
Electronic energy ... -3804.41255 hartree

(4)
Density functional theory data (wB97M-V/def2-TZVPD) for one molecule with the formula C7H13NO.

Last column: natural (NBO) charge in e.
Atoms and positions in Å:
C  3.2697  1.3380  0.8843  -0.420
N  2.1571  1.1771  -0.0266  -0.663
C  0.7429  0.5303  0.7258  0.447
O  0.8509  0.1500  2.0019  -0.674
C  0.0736  0.2287  -0.3110  -0.102
C  -0.5297  0.0158  -1.6181  -0.419
C  -1.3570  -0.6582  -0.5466  -0.042
C  -2.6768  -0.0373  -0.1750  -0.613
C  -1.2857  -2.1572  -0.4319  -0.614
H  3.5004  0.3648  1.3209  0.194
H  3.0466  2.0272  1.7150  0.163
H  4.1527  1.7054  0.3496  0.196
H  1.8841  2.0635  -0.4419  0.349
H  -0.0066  0.2678  2.4313  0.498
H  0.0269  -0.6220  -2.3001  0.227
H  -0.9524  0.8932  -2.1010  0.221
H  -3.0003  -0.3580  0.8167  0.204
H  -3.4586  -0.3340  -0.8841  0.205
H  -2.6186  1.0507  -0.1861  0.213
H  -1.6018  -2.4934  0.5570  0.207
H  -1.9437  -2.6339  -1.1679  0.204
H  -0.2737  -2.5185  -0.6125  0.219

Force components x, y, z for each atom (eV/Å):
C -0.144 0.257 0.487
N -1.975 -0.962 1.980
C 5.727 1.888 -2.889
O -0.423 0.378 0.275
C -5.918 -3.154 -0.060
C 0.272 0.251 -0.220
C 2.043 1.412 0.263
C 0.058 0.102 -0.098
C 0.146 0.046 -0.082
H 0.143 0.068 -0.032
H 0.245 -0.077 -0.048
H -0.133 -0.082 0.030
H -0.129 -0.052 0.338
H 0.062 -0.103 0.042
H 0.002 0.031 -0.068
H -0.035 -0.053 -0.097
H 0.000 0.034 0.038
H 0.024 -0.026 0.022
H -0.015 0.039 0.035
H 0.044 -0.015 0.018
H -0.017 0.043 0.028
H 0.027 -0.024 0.039

Values from the calculation:
E_HOMO ... -8.165 eV
Relative energy (zero: lowest compared OMol25 entry of this formula, charge and spin) ... 4.379 eV
Net charge ... 0
Electronic energy ... -404.36654 hartree